{
  "formula": "C7H8",
  "method": "ωB97M-V with the def2-TZVPD basis set",
  "elements": ["C", "C", "C", "C", "C", "C", "C", "H", "H", "H", "H", "H", "H", "H", "H"],
  "coordinates": [[0.779, 1.138, -0.693], [0.099, 0.292, 0.390], [-0.292, -1.100, -0.163], [-1.461, -0.957, -1.034], [-2.442, -0.732, -1.695], [0.922, 0.183, 1.599], [1.563, 0.120, 2.617], [1.769, 0.736, -0.934], [0.168, 1.131, -1.602], [0.899, 2.172, -0.362], [-0.837, 0.784, 0.682], [0.553, -1.531, -0.714], [-0.527, -1.787, 0.657], [-3.314, -0.521, -2.272], [2.121, 0.073, 3.525]],
  "forces_ev_per_angstrom": [[0.019, 0.049, -0.041], [-0.042, 0.050, 0.023], [0.007, -0.058, 0.021], [-0.455, 0.080, -0.325], [0.393, -0.086, 0.254], [0.276, -0.012, 0.473], [-0.237, 0.008, -0.420], [-0.163, 0.037, 0.053], [0.081, 0.024, 0.137], [0.007, -0.145, -0.034], [0.144, -0.035, -0.019], [-0.127, 0.057, 0.080], [0.014, 0.134, -0.105], [0.140, -0.092, 0.055], [-0.056, -0.012, -0.152]],
  "total_charge": 0,
  "e_above_lowest_ev": 3.7054,
  "largest_force_ev_per_a": 0.57,
  "e_homo_ev": -9.93,
  "lumo_ev": 1.0,
  "homo_lumo_gap_ev": 10.97,
  "energy_ha": -271.39528
}

***

{
  "formula": "C3H10NO",
  "method": "ωB97M-V with the def2-TZVPD basis set",
  "elements": ["C", "O", "H", "H", "H", "H", "C", "C", "N", "H", "H", "H", "H", "H", "H"],
  "coordinates": [[-1.439, 1.770, 0.950], [-0.674, 1.815, -0.231], [-1.026, 2.407, 1.739], [-2.467, 2.097, 0.801], [-1.468, 0.757, 1.346], [-0.932, 2.570, -0.779], [-0.070, -2.032, 0.158], [1.676, -0.903, -1.041], [0.861, -0.910, 0.076], [-0.600, -2.165, -0.798], [-0.782, -1.865, 0.955], [0.503, -2.948, 0.319], [1.662, -1.713, -1.747], [2.283, -0.028, -1.225], [0.355, -0.040, 0.194]],
  "forces_ev_per_angstrom": [[-0.340, 0.516, 0.590], [0.095, 0.006, -0.396], [0.153, 0.012, -0.074], [-0.148, -0.087, -0.155], [0.102, -0.141, -0.214], [0.080, -0.291, 0.335], [0.528, -0.042, -0.635], [0.229, 0.416, 0.121], [-0.544, -0.225, -0.255], [-0.151, 0.034, 0.184], [-0.066, -0.120, 0.188], [-0.164, 0.031, 0.238], [-0.002, -0.251, 0.029], [-0.091, -0.056, 0.016], [0.319, 0.199, 0.028]],
  "total_charge": 0,
  "s2": 0.7534,
  "e_above_lowest_ev": 0.4869,
  "largest_force_ev_per_a": 0.85,
  "e_homo_ev": [-6.17, -9.71],
  "lumo_ev": [0.8, 0.7],
  "multiplicity": 2,
  "homo_lumo_gap_ev": [6.94, 10.45],
  "energy_ha": -250.19892
}